A 13-piece molecular cluster, C75H170N6O13 overall at a distorted geometry. Source: OMol25; level of theory: ωB97M-V with the def2-TZVPD basis set.

Each line ends with the Mulliken charge.
Element x y z (Å)
C 3.28451 -2.22367 7.04824  -1.303
C 2.98100 -2.91056 5.70302  0.137
C 1.60965 -2.56217 5.22454  0.265
O 4.09079 -2.65640 4.77853  -0.602
H 2.45425 -2.51819 7.69013  0.443
H 3.26532 -1.14284 6.90845  0.203
H 4.24952 -2.60716 7.37960  0.365
H 2.88270 -3.99475 5.75738  0.407
H 1.31284 -3.20434 4.39531  -0.324
H 1.57129 -1.49538 5.00411  -0.061
H 0.96981 -2.83045 6.06521  0.160
H 4.27863 -1.73189 4.60078  0.449
C 2.95170 -3.55245 -1.58137  -0.466
C 3.82765 -3.04583 -0.37881  0.484
C 4.82594 -1.98232 -0.67616  -0.995
O 2.93013 -2.45287 0.54426  0.266
H 2.56659 -2.71587 -2.16440  -0.546
H 2.06496 -4.09592 -1.25515  0.220
H 3.52751 -4.26850 -2.16773  0.584
H 4.30933 -3.82912 0.20646  0.431
H 5.02022 -1.36477 0.20075  0.145
H 4.62671 -1.19501 -1.40317  -0.041
H 5.69233 -2.58966 -0.93808  0.471
H 2.26317 -3.06828 0.85735  -0.407
C 0.07086 4.83341 3.08323  -0.605
C -1.44190 5.02593 3.08572  1.226
C -2.05452 5.33346 4.44574  -1.727
O -1.88456 6.01610 2.15407  -0.640
H 0.41350 4.20261 2.26298  -0.212
H 0.41233 4.38540 4.01639  0.353
H 0.59780 5.78530 3.01743  0.417
H -1.92974 4.06205 2.94069  -0.186
H -1.85598 4.54003 5.16626  0.373
H -3.12349 5.54406 4.41297  0.412
H -1.51660 6.22635 4.76432  0.369
H -2.05469 5.54583 1.33462  0.097
C 0.02720 6.48378 -0.91318  -1.553
C -1.37297 6.12668 -1.44685  0.918
C -1.31514 5.58214 -2.87621  -1.337
O -1.94487 5.06924 -0.60652  0.330
H 0.77502 5.69089 -0.89871  0.089
H -0.07337 6.62152 0.16340  0.344
H 0.43111 7.37439 -1.39460  0.545
H -1.92865 7.06237 -1.50850  0.398
H -0.48303 6.02201 -3.42594  0.437
H -2.29303 5.73314 -3.33340  0.282
H -1.16529 4.50258 -2.89065  0.088
H -2.67782 4.65215 -1.06522  -0.379
C -5.93614 0.47239 -4.37496  -1.178
C -4.57887 1.13837 -4.08457  2.027
C -3.38090 0.37124 -4.62079  -1.366
O -4.68724 2.48824 -4.45566  -0.598
H -5.99877 -0.46648 -3.82477  -0.079
H -6.15889 0.28592 -5.42554  0.345
H -6.71851 1.05278 -3.88592  0.410
H -4.33899 1.21488 -3.02405  -0.624
H -2.44065 0.92233 -4.60283  0.439
H -3.53751 0.06582 -5.65534  0.598
H -3.18699 -0.58363 -4.13216  -0.019
H -4.30515 2.64316 -5.32261  0.330
C -5.68998 3.19276 -0.49700  -1.080
C -5.43654 4.42975 -1.33384  0.442
C -5.17773 5.73346 -0.51122  -1.025
O -4.22011 4.16326 -1.97060  -0.408
H -6.53851 3.38408 0.15987  0.476
H -4.78267 2.80281 -0.03566  0.009
H -6.00962 2.41642 -1.19215  0.301
H -6.22322 4.61634 -2.06489  0.425
H -4.94591 6.61491 -1.10903  0.344
H -4.39111 5.44734 0.18698  0.031
H -6.04018 6.06338 0.06794  0.425
H -4.37145 3.43443 -2.57682  -0.096
C -0.78107 -5.47815 0.75120  -0.921
C 0.50222 -5.73228 1.53967  1.443
C 0.57441 -6.97377 2.40855  -1.577
O 1.62975 -5.62338 0.83052  -0.517
H -0.55834 -4.71359 0.00694  -0.170
H -1.67793 -5.19815 1.30377  0.248
H -0.99580 -6.42744 0.26045  0.450
H 0.46106 -4.97145 2.31911  -0.512
H -0.32323 -6.93395 3.02560  0.294
H 1.40857 -6.96870 3.11015  0.472
H 0.53120 -7.85307 1.76584  0.393
H 2.29280 -5.55448 1.52133  0.419
C -2.60120 -4.02746 -2.64707  -0.844
C -3.76062 -4.93872 -3.20748  1.944
C -4.18746 -6.03484 -2.08728  -1.463
C -4.95369 -5.56973 -0.91415  -0.144
C -6.29317 -4.76467 -1.37714  -1.482
C -5.88806 -3.66732 -2.42340  1.572
N -5.00894 -4.17383 -3.52748  0.235
O -4.77776 -3.33524 -4.60609  -0.347
C -7.27904 -3.30313 -3.01909  -1.912
C -5.35623 -2.40629 -1.65775  -0.414
C -3.31630 -5.75781 -4.46350  -2.077
H -2.23450 -4.40292 -1.69175  -0.138
H -2.76863 -2.95105 -2.68457  -0.190
H -1.72168 -4.13472 -3.28193  0.575
H -4.74589 -6.85416 -2.54001  0.369
H -3.30690 -6.54819 -1.70105  0.408
H -4.39476 -4.89021 -0.27076  -0.150
H -5.14177 -6.38831 -0.21944  0.498
H -6.72017 -4.33411 -0.47139  0.552
H -7.01436 -5.49929 -1.73535  0.389
H -7.98994 -3.15783 -2.20568  0.394
H -7.36410 -2.44975 -3.69184  0.252
H -7.69457 -4.08708 -3.65223  0.517
H -4.53974 -2.73946 -1.01708  -0.182
H -4.96680 -1.81230 -2.48457  -0.602
H -6.05500 -1.84411 -1.03826  0.592
H -4.11867 -6.17886 -5.06932  0.423
H -2.68665 -6.61653 -4.23063  0.432
H -2.70000 -5.11036 -5.08728  0.490
H -5.05081 -3.82585 -5.38478  0.298
C -6.14655 -4.67488 7.76240  -1.962
C -5.28445 -3.58899 6.98865  1.567
C -4.13445 -3.16639 7.93576  -1.270
C -2.94295 -2.40900 7.29886  -1.049
C -2.39012 -3.32779 6.26260  -0.849
C -3.42082 -3.82095 5.17993  1.466
N -4.72901 -4.28714 5.82783  0.536
O -5.62453 -4.84546 4.94752  -0.482
C -3.71242 -2.84722 4.04235  -0.937
C -2.72050 -5.14739 4.66556  -2.120
C -6.04441 -2.37157 6.60273  -1.789
H -7.01044 -5.05216 7.21518  0.410
H -6.52500 -4.31880 8.72057  0.402
H -5.58055 -5.57165 8.01447  0.408
H -4.52690 -2.49314 8.69788  0.539
H -3.76887 -4.07329 8.41740  0.347
H -2.23625 -2.01504 8.02925  0.439
H -3.24184 -1.41014 6.98102  0.410
H -1.96273 -4.18530 6.78231  0.635
H -1.48914 -2.94228 5.78540  -0.170
H -4.53193 -3.28711 3.47405  0.762
H -4.23203 -1.92073 4.28672  0.311
H -2.77076 -2.71812 3.50876  -0.466
H -3.32367 -5.55325 3.85344  0.489
H -1.71197 -5.06297 4.26079  0.191
H -2.56922 -5.86152 5.47503  0.507
H -6.85003 -2.65956 5.92733  0.330
H -5.37505 -1.65186 6.13151  0.332
H -6.51953 -1.85854 7.43889  0.417
H -5.72185 -5.75803 5.22924  0.359
C 7.55288 4.89964 -2.63167  -1.780
C 6.61959 3.83341 -3.16691  1.406
C 6.19448 2.72352 -2.18174  -1.367
C 5.14609 3.30627 -1.18735  0.097
C 3.85937 3.95677 -1.87314  -0.161
C 4.31332 4.91616 -3.02413  1.409
N 5.38659 4.39432 -3.84125  1.104
O 5.64280 5.22894 -4.88988  -0.594
C 3.06233 5.04866 -4.01416  -1.590
C 4.57860 6.33094 -2.38854  -1.803
C 7.40738 2.98922 -4.20941  -1.928
H 8.49836 4.49299 -2.27278  0.425
H 7.04602 5.34302 -1.77457  0.311
H 7.76465 5.60646 -3.43395  0.362
H 5.74418 1.91942 -2.76376  0.190
H 7.11606 2.30872 -1.77340  0.576
H 5.54271 3.98776 -0.43478  0.469
H 4.84453 2.46555 -0.56257  -0.410
H 3.27494 4.48138 -1.11728  0.476
H 3.30803 3.15232 -2.35995  -0.610
H 2.84917 4.11262 -4.53040  0.178
H 2.19850 5.14997 -3.35717  0.317
H 3.17370 5.84690 -4.74799  0.480
H 3.61975 6.79614 -2.15986  0.429
H 5.04518 6.13313 -1.42351  0.363
H 5.16119 7.02620 -2.99295  0.297
H 6.80041 2.20635 -4.66419  0.281
H 8.30658 2.56237 -3.76518  0.413
H 7.70344 3.67173 -5.00604  0.481
H 5.32492 4.80659 -5.69124  0.329
C -0.10590 -1.34072 2.58162  -0.820
C -0.95738 -0.80423 1.41799  2.311
C -1.88014 0.14860 2.19345  -1.535
C -2.69022 1.08980 1.26626  -1.074
C -1.68247 1.99960 0.48199  -0.066
C -0.64628 1.13884 -0.28910  3.253
N -0.07642 0.01790 0.51819  0.709
O 0.85671 -0.76387 -0.20089  1.226
C -1.35223 0.55939 -1.56182  -1.288
C 0.40840 2.23532 -0.74798  -1.579
C -1.82404 -1.86972 0.65573  -0.337
H 0.32533 -0.56399 3.21313  -0.090
H 0.72332 -1.97731 2.27298  -0.335
H -0.73271 -1.95706 3.22609  -0.305
H -2.61254 -0.48598 2.69244  0.047
H -1.38393 0.66722 3.01374  0.596
H -3.44439 1.68503 1.78105  0.886
H -3.40801 0.51491 0.68113  0.179
H -1.28817 2.66317 1.25160  -0.160
H -2.24898 2.52789 -0.28486  -0.701
H -0.82665 -0.34660 -1.86353  -0.361
H -2.40572 0.29944 -1.45839  -0.234
H -1.32383 1.20907 -2.43659  0.671
H 0.00435 2.95832 -1.45659  0.013
H 0.79702 2.70185 0.15723  -0.560
H 1.29769 1.82940 -1.23016  0.341
H -2.49973 -2.31604 1.38534  0.479
H -1.15771 -2.61314 0.21821  -0.271
H -2.44926 -1.43867 -0.12618  -0.446
H 1.70092 -0.54001 0.19760  -0.429
C 2.10813 1.88932 3.73799  -0.390
C 3.44340 1.86057 2.91475  2.181
C 3.75905 3.32543 2.40368  -1.046
C 4.21385 4.32738 3.53258  -0.687
C 5.35448 3.82244 4.40774  -0.995
C 5.15506 2.27554 4.82654  1.081
N 4.62541 1.48115 3.68746  -0.333
O 4.54908 0.14133 3.90319  0.143
C 6.65895 1.87212 5.15574  -1.820
C 4.27762 2.17906 6.16655  -1.458
C 3.21262 0.89285 1.70723  -1.846
H 1.41373 2.03459 2.91047  -0.119
H 2.07420 2.67054 4.49736  0.153
H 1.86109 0.92356 4.17887  -0.480
H 4.51386 3.21451 1.62518  0.359
H 2.88878 3.56833 1.79399  0.286
H 3.33440 4.49614 4.15403  0.144
H 4.56604 5.22183 3.01875  0.529
H 5.29839 4.41089 5.32353  0.386
H 6.31883 3.88764 3.90389  0.357
H 7.33864 1.99661 4.31275  0.434
H 7.03682 2.35601 6.05639  0.376
H 6.80158 0.81481 5.37901  0.346
H 4.71321 2.88695 6.87172  0.513
H 3.21915 2.43252 6.10738  0.258
H 4.31295 1.17190 6.58185  0.203
H 4.09830 1.07147 1.09750  0.612
H 2.35524 1.14183 1.08193  -0.878
H 3.31080 -0.17768 1.88729  1.053
H 5.08816 -0.12666 3.15541  0.283
C 3.21164 -1.18849 -4.36714  -1.961
C 2.00700 -0.68994 -5.12085  3.040
C 2.03854 0.78833 -5.46514  -1.499
C 3.18308 1.20459 -6.32168  -0.098
C 3.21607 0.37137 -7.59815  -1.737
C 2.79114 -1.11167 -7.58102  2.084
N 1.80433 -1.37199 -6.47630  -0.016
O 1.54401 -2.74351 -6.37676  -0.430
C 1.93682 -1.31269 -8.80129  -2.174
C 4.05084 -2.07857 -7.59570  -1.807
C 0.72210 -0.77801 -4.21938  -2.327
H 3.26851 -2.25036 -4.12774  0.483
H 3.47309 -0.80251 -3.38187  0.311
H 4.13699 -1.03084 -4.92121  0.212
H 1.10019 1.10599 -5.91978  0.551
H 2.13786 1.38969 -4.56147  0.041
H 4.07228 1.13432 -5.69517  0.002
H 3.09637 2.23263 -6.67341  0.484
H 4.21591 0.46557 -8.02190  0.347
H 2.64604 0.92083 -8.34733  0.501
H 2.53100 -1.04727 -9.67569  0.464
H 1.51983 -2.31066 -8.93648  0.358
H 1.01317 -0.73664 -8.85742  0.442
H 4.68842 -2.08860 -6.71168  0.277
H 3.75689 -3.12315 -7.69837  0.434
H 4.63590 -1.80953 -8.47516  0.499
H 0.54393 -1.79857 -3.88054  0.445
H -0.12499 -0.38575 -4.78213  0.449
H 0.89516 -0.15906 -3.33902  0.080
H 2.38201 -2.95852 -5.96067  0.410

Computed properties:
- spin multiplicity = 1
- relative energy (zero: lowest compared OMol25 entry of this formula, charge and spin) (eV) = 4.8236
- calculated total energy (eV) = -116078.122
- HOMO level (eV) = -8.08
- LUMO (Ha) = 0.01693